49
Properties=species:S:1:pos:R:3:forces:R:3:mulliken_charge:R:1 method="wB97M-V/def2-TZVPD" smiles="COc1ccc2nc(C)cc(NN3C(=O)/C(=C/c4cccc(O)c4)N=C3C)c2c1"
C 1.977 -7.411 1.407 0.930 1.034 0.027 -0.8417
O 1.369 -6.109 1.605 0.191 -0.574 -0.353 -0.4585
C 2.023 -5.022 1.066 -1.819 0.760 0.053 0.1663
C 3.334 -5.019 0.629 1.282 2.113 -1.107 -0.6255
C 3.906 -3.873 0.026 -1.424 -2.088 1.410 -0.6601
C 3.188 -2.689 -0.127 -1.090 -0.725 0.178 -0.3800
N 3.763 -1.652 -0.720 0.614 1.759 -0.297 -0.6693
C 3.074 -0.528 -0.817 0.425 -0.956 -0.662 0.1024
C 3.754 0.632 -1.455 -0.466 0.104 -0.579 -1.2982
C 1.727 -0.409 -0.453 -0.518 -0.829 0.511 -0.2925
C 1.098 -1.508 0.126 -0.855 2.593 -0.358 0.6712
N -0.256 -1.447 0.490 -0.829 0.867 -0.213 0.0152
N -1.060 -0.254 0.394 0.595 -0.754 -0.666 -0.1659
C -1.017 0.873 1.255 2.736 -0.144 2.961 0.0918
O -0.440 0.917 2.348 -1.198 -0.498 -1.835 -0.6656
C -1.626 1.978 0.528 -1.049 1.496 0.652 0.5486
C -1.852 3.233 1.076 0.379 -2.712 -0.620 -0.6714
C -2.575 4.269 0.394 -0.171 0.949 -0.472 0.6790
C -2.518 4.410 -0.995 -0.258 0.564 -1.275 -0.5434
C -3.195 5.470 -1.635 0.164 -0.041 1.546 -0.6181
C -3.874 6.412 -0.848 -0.047 -0.639 -0.137 -0.4345
C -3.976 6.258 0.528 0.321 -0.783 -0.210 0.5889
O -4.758 7.137 1.244 0.964 -0.237 0.482 -0.5509
C -3.314 5.192 1.143 -0.253 0.721 -0.285 -0.5077
N -2.037 1.512 -0.730 0.822 -2.450 -0.043 -0.5838
C -1.665 0.232 -0.794 -0.088 2.131 -0.454 0.6264
C -1.794 -0.509 -2.095 -0.766 -0.442 1.602 -1.1937
C 1.844 -2.675 0.317 -0.545 -2.008 1.113 1.2698
C 1.274 -3.846 0.934 0.918 -0.031 -0.162 -0.6149
H 2.383 -7.504 0.390 -0.004 0.157 0.216 0.3582
H 1.277 -8.226 1.527 -0.552 0.318 0.324 0.2577
H 2.788 -7.506 2.145 -0.172 -0.243 -0.328 0.3191
H 3.979 -5.839 0.773 0.469 -0.990 0.079 0.4782
H 4.915 -3.925 -0.274 0.967 0.124 -0.374 0.5109
H 4.156 1.259 -0.668 0.186 0.360 -0.097 0.2576
H 3.006 1.174 -2.053 0.349 0.198 0.303 0.3653
H 4.534 0.300 -2.141 0.091 0.001 0.294 0.3673
H 1.203 0.519 -0.651 -0.023 -0.066 0.160 0.3836
H -0.607 -2.208 1.065 -0.260 0.844 -0.200 0.2190
H -1.544 3.419 2.100 0.063 -0.260 -0.090 0.4591
H -1.923 3.732 -1.619 -0.374 0.222 0.538 0.3659
H -3.180 5.597 -2.707 0.154 -0.082 -0.027 0.3874
H -4.373 7.255 -1.269 -0.251 0.407 -0.440 0.4292
H -4.371 7.129 2.141 -0.609 0.208 -0.405 0.3034
H -3.386 5.131 2.218 0.114 -0.307 0.228 0.3367
H -2.309 0.152 -2.768 -0.207 0.107 -0.261 0.3815
H -0.832 -0.761 -2.481 0.781 -0.247 -0.269 0.2839
H -2.362 -1.438 -1.927 0.188 0.244 -0.257 0.2887
H 0.274 -3.833 1.357 0.124 -0.176 -0.200 0.2632

***

85
Properties=species:S:1:pos:R:3:forces:R:3:mulliken_charge:R:1 method="wB97M-V/def2-TZVPD" total_charge=+1
In 0.000 0.000 0.000 2.124 0.186 0.235 0.2370
C -1.634 1.591 0.095 -2.111 -0.914 1.383 0.1678
C -1.999 0.625 -0.936 -2.036 0.252 -0.573 1.8175
C -1.885 -0.609 1.058 -1.647 1.101 0.180 0.6392
C -1.635 0.832 1.343 -1.259 0.279 0.452 0.8079
C -2.150 -0.734 -0.368 -1.989 1.036 1.010 0.2809
C -1.729 3.123 -0.026 0.399 -1.085 -0.144 -1.6615
H -1.398 3.468 -1.005 -0.005 -0.046 -0.048 0.3670
H -1.124 3.631 0.719 0.032 -0.053 0.097 0.4011
H -2.759 3.452 0.108 -0.079 -0.116 0.007 0.3164
C -1.636 1.435 2.760 0.148 -0.504 -0.925 -1.2770
H -1.447 2.505 2.758 0.050 -0.009 -0.145 0.4292
H -0.910 0.960 3.416 0.124 -0.073 -0.045 -0.0999
H -2.614 1.292 3.218 -0.131 -0.123 -0.127 0.4018
C -2.145 -1.684 2.127 0.475 0.851 -0.621 -1.1307
H -3.209 -1.756 2.349 -0.114 0.071 -0.142 0.4231
H -1.628 -1.456 3.058 -0.056 0.059 -0.235 -0.0777
H -1.805 -2.664 1.799 0.001 -0.067 -0.047 0.1356
C -3.082 -1.879 -0.847 0.734 0.594 0.112 -1.8979
H -4.111 -1.615 -0.601 -0.025 0.229 0.106 0.3947
H -2.880 -2.807 -0.315 0.124 0.091 0.077 0.4567
H -3.085 -2.115 -1.905 0.346 0.213 -0.256 0.3594
C -2.871 1.166 -2.093 0.690 -0.597 0.314 -1.9563
H -3.796 1.558 -1.668 -0.014 0.029 0.348 0.4211
H -3.203 0.408 -2.799 0.383 -0.107 -0.114 0.4621
H -2.420 2.004 -2.615 0.199 -0.077 -0.199 0.2563
C 1.540 0.395 -3.419 -0.255 0.992 -1.197 0.1383
C 0.522 1.264 -3.572 1.405 -0.295 -0.883 -0.0024
C -0.057 1.629 -4.922 0.592 0.213 0.332 -1.2471
C -0.917 0.480 -5.471 -0.186 -0.680 0.250 -1.1648
C -0.960 -0.748 -4.544 0.213 0.267 -2.001 -0.4037
C 0.060 -1.588 -4.467 0.722 -0.194 -1.604 -0.4102
C 1.377 -1.378 -5.214 -0.698 -0.218 0.082 -0.8968
C 2.245 -0.279 -4.586 0.080 0.583 0.323 -1.2111
H 0.750 1.859 -5.618 0.054 -0.094 -0.064 0.4567
H -0.512 0.179 -6.436 0.263 -0.258 0.033 0.4162
H -0.623 2.557 -4.839 -0.126 -0.081 0.087 0.3788
H 2.511 0.467 -5.336 -0.086 0.042 -0.062 0.4096
H 1.952 0.037 -2.505 -0.135 0.241 1.187 0.4135
H 0.002 1.767 -2.799 -0.139 0.062 1.318 0.4182
H 3.199 -0.680 -4.245 -0.048 -0.084 0.102 0.3767
H 1.912 -2.320 -5.324 0.085 -0.060 0.392 0.4142
H -0.069 -2.579 -4.109 -0.293 -0.643 0.864 0.5416
H 1.167 -1.112 -6.249 -0.241 0.203 -0.073 0.3861
H -1.914 0.808 -5.756 -0.232 0.107 0.488 0.3348
H -1.913 -1.078 -4.226 -0.900 -0.136 0.706 0.7524
P 1.624 1.655 0.557 4.275 4.296 2.002 0.6498
C 1.384 2.591 2.194 -0.598 -0.673 -0.254 -0.6675
H 2.256 3.206 2.416 0.196 -0.148 -0.461 0.6081
H 1.245 1.926 3.043 -0.107 0.002 -0.273 -0.3263
H 0.534 3.264 2.133 -0.133 0.007 -0.138 0.2608
C 3.449 1.232 0.847 -0.761 -0.686 -0.410 -0.8683
H 3.990 2.083 1.260 -0.360 0.151 -0.048 0.4611
H 3.932 0.953 -0.088 -0.053 -0.027 -0.111 0.4193
H 3.540 0.400 1.544 -0.111 0.042 -0.021 -0.0962
C 1.958 3.279 -0.382 -0.372 -0.801 -0.488 -1.3721
H 2.457 3.087 -1.331 -0.142 -0.104 -0.111 0.3966
H 2.613 3.935 0.192 -0.060 -0.278 0.265 0.4823
H 1.030 3.816 -0.573 -0.045 -0.066 -0.041 0.3270
P 0.912 -2.133 -0.259 2.878 -7.351 1.307 1.1411
C -0.199 -3.654 -0.621 -0.588 0.908 -1.269 -1.5594
H 0.398 -4.479 -1.012 0.219 0.238 0.052 0.5259
H -0.992 -3.449 -1.332 0.102 0.085 -0.388 0.2972
H -0.720 -4.008 0.268 0.360 0.330 0.229 0.3945
C 2.636 -2.613 -0.917 -0.531 0.506 -0.820 -1.3566
H 2.615 -2.816 -1.977 -0.034 0.335 -0.531 0.4014
H 3.037 -3.526 -0.480 -0.474 0.123 0.388 0.5094
H 3.353 -1.818 -0.716 -0.108 0.166 -0.011 0.2938
C 1.382 -3.172 1.299 -0.069 1.227 0.820 -1.7090
H 1.604 -4.214 1.066 -0.203 0.177 -0.676 0.7477
H 0.572 -3.180 2.029 0.050 0.203 -0.085 0.0313
H 2.277 -2.776 1.781 -0.234 0.121 -0.146 0.3623
C 2.977 -1.412 3.506 0.708 -0.686 0.132 -1.8156
Si 1.203 -0.700 3.192 0.898 -0.077 1.699 1.4104
C 0.275 -1.902 4.374 -0.460 -0.898 0.250 -1.7690
C 1.417 0.456 4.745 0.155 1.079 0.266 -1.7603
H 2.930 -2.501 3.710 0.022 0.354 -0.365 0.4618
H 3.427 -1.027 4.443 -0.306 0.145 -0.530 0.4331
H 3.721 -1.253 2.711 -0.042 -0.190 0.143 0.3737
H 0.938 -2.178 5.219 -0.126 0.287 -0.497 0.4141
H -0.591 -1.401 4.851 0.233 -0.293 -0.289 0.5196
H -0.050 -2.867 3.954 -0.211 0.242 0.121 0.3912
H 1.695 -0.124 5.650 -0.258 -0.050 -0.654 0.4829
H 2.270 1.158 4.634 -0.566 -0.011 0.022 0.3687
H 0.498 1.005 5.022 0.422 0.126 -0.057 0.3603

***

Molar mass per entry: 388.43 583.58 g mol⁻¹
Energy above the lowest of the compared OMol25 structures with the same formula, charge and spin per entry: 267.6 85.9 kJ/mol
LUMO per entry: -0.65 -2.68 eV